Formula: C3H5NOS
Source: the Open Molecules 2025 dataset
Level of theory: ωB97M-V with the def2-TZVPD basis set

Computed properties:
F_max ... 3.42 eV/Å
ΔE to the lowest compared entry with this formula, charge and spin ... 260.2 kJ/mol
SMILES ... O=CC/C=N/S
Frontier orbital gap ... 0.3512 Eh
LUMO ... 0.0295 Ha

XYZ file:
```
11
C3H5NOS (ωB97M-V with the def2-TZVPD basis set)
C 0.99 0.52 -0.06
C -0.44 0.71 0.13
C 1.37 -1.01 0.23
N -1.28 -0.14 -0.31
O 0.53 -1.71 0.70
S -2.92 0.08 0.00
H 1.67 1.19 0.55
H -0.64 1.54 0.68
H 1.46 0.65 -0.98
H 2.50 -1.12 0.09
H -3.24 -0.72 -1.03
```

Atomic partial charges in e from the natural (NBO) method, atoms 1 to 8: C -0.572; C 0.077; C 0.459; N -0.521; O -0.481; S 0.184; H 0.229; H 0.155